{"formula": "C5H9NO2", "method": "ωB97M-V/def2-TZVPD", "elements": ["C", "N", "C", "O", "C", "C", "C", "O", "H", "H", "H", "H", "H", "H", "H", "H", "H"], "xyz": [[-1.893, 1.155, 1.132], [-0.832, 1.626, 0.243], [0.350, 0.936, 0.059], [1.201, 1.504, -0.604], [0.424, -0.497, 0.457], [0.463, -1.401, -0.763], [1.855, -1.409, -1.444], [2.591, -2.360, -1.467], [-1.553, 0.657, 2.033], [-2.462, 1.979, 1.588], [-2.617, 0.615, 0.519], [-0.824, 2.629, 0.133], [1.358, -0.737, 0.986], [-0.364, -0.811, 1.140], [0.232, -2.456, -0.657], [-0.155, -1.003, -1.586], [2.225, -0.428, -1.769]], "atomic_forces_ev_per_a": [[-0.8, 0.8, -0.1], [-0.4, -0.7, 1.7], [-0.7, 2.0, -1.3], [0.7, -0.6, 0.4], [0.5, -1.3, 0.8], [0.8, 0.0, -2.6], [0.2, 0.4, 1.4], [-0.4, -0.3, -0.2], [0.2, -0.6, -0.3], [0.3, 0.2, -0.6], [0.0, -0.5, 0.5], [0.6, -0.2, -0.4], [-0.1, 0.6, 0.1], [-0.1, 0.1, -0.2], [-0.3, 0.0, 0.7], [-0.3, -0.1, 0.4], [-0.2, 0.2, -0.4]], "nbo_charge": [-0.435, -0.617, 0.675, -0.616, -0.516, -0.495, 0.440, -0.523, 0.201, 0.211, 0.201, 0.407, 0.247, 0.231, 0.235, 0.219, 0.135], "relative_energy_kj_mol": 107.0, "homo_lumo_gap_ev": 10.16, "smiles": "CNC(=O)CCC=O"}

***

{"formula": "C5H9NO2", "method": "ωB97M-V/def2-TZVPD", "elements": ["H", "N", "C", "O", "C", "O", "C", "C", "C", "H", "H", "H", "H", "H", "H", "H", "H"], "xyz": [[-2.817, 0.330, -1.009], [-2.225, 1.067, -0.615], [-1.336, 0.483, 0.096], [-0.241, 1.105, 0.649], [0.139, 2.375, 0.117], [-1.207, -0.848, 0.211], [0.249, -1.172, -0.015], [0.766, -1.083, -1.244], [0.867, -1.910, 1.121], [0.549, 2.979, 0.929], [0.912, 2.214, -0.639], [-0.700, 2.915, -0.327], [0.248, -0.566, -2.044], [1.698, -1.580, -1.488], [0.272, -1.841, 2.036], [0.970, -2.970, 0.874], [1.857, -1.499, 1.346]], "atomic_forces_ev_per_a": [[0.1, 0.3, 0.1], [0.6, -0.7, 1.1], [0.5, 1.3, -1.6], [-1.3, 0.0, 0.0], [-0.1, 0.3, -0.1], [2.6, 0.0, 0.0], [-1.4, -1.3, -0.9], [-0.8, 0.2, 0.7], [0.1, 0.1, 0.5], [0.0, -0.2, 0.0], [-0.1, 0.0, 0.0], [0.0, -0.3, 0.1], [-0.1, -0.2, 0.1], [0.1, 0.3, 0.3], [0.0, 0.1, -0.2], [0.0, 0.1, 0.0], [-0.1, -0.1, -0.1]], "nbo_charge": [0.360, -0.756, 0.802, -0.528, -0.256, -0.527, 0.338, -0.476, -0.686, 0.192, 0.181, 0.216, 0.218, 0.219, 0.239, 0.232, 0.233], "relative_energy_kj_mol": 220.1, "homo_lumo_gap_ev": 10.56, "smiles": "[H]/N=C(/OC)OC(=C)C"}

***

{"formula": "C5H9NO2", "method": "ωB97M-V/def2-TZVPD", "elements": ["C", "C", "C", "O", "C", "N", "H", "H", "H", "H", "H", "C", "O", "H", "H", "H", "H"], "xyz": [[-1.137, -1.051, 1.430], [0.127, -0.674, 1.061], [0.674, 0.684, 1.343], [1.389, 1.280, 0.229], [2.323, 0.595, -0.310], [3.183, 0.020, -0.816], [-1.672, -0.447, 2.153], [-1.355, -2.103, 1.542], [0.835, -1.387, 0.660], [1.369, 0.630, 2.190], [-0.118, 1.398, 1.562], [-0.835, 0.374, -2.197], [-0.747, -0.388, -1.012], [-1.481, -0.123, -2.928], [0.172, 0.441, -2.613], [-1.185, 1.398, -2.024], [-1.542, -0.646, -0.269]], "atomic_forces_ev_per_a": [[2.0, -0.2, 1.7], [-1.2, -0.4, 0.9], [-0.2, -0.1, 0.2], [-0.3, 0.4, 0.0], [0.2, -0.2, 0.0], [0.1, -0.1, -0.1], [-0.3, 0.5, -0.4], [-0.1, -0.2, -0.5], [-0.1, -0.1, -0.2], [-0.1, 0.0, -0.1], [0.1, -0.1, 0.0], [-0.7, -0.1, 0.0], [-1.5, -0.8, 1.8], [0.0, 0.2, -0.1], [0.0, -0.1, 0.1], [-0.1, -0.1, 0.0], [2.2, 1.4, -3.2]], "nbo_charge": [-0.575, -0.048, -0.107, -0.475, 0.541, -0.421, 0.209, 0.224, 0.229, 0.207, 0.213, -0.242, -0.783, 0.169, 0.192, 0.161, 0.507], "relative_energy_kj_mol": 428.1, "homo_lumo_gap_ev": 10.34, "smiles": "C=CCOC#N.CO"}

***

{"formula": "C5H9NO2", "method": "ωB97M-V/def2-TZVPD", "elements": ["C", "C", "O", "N", "C", "C", "C", "O", "H", "H", "H", "H", "H", "H", "H", "H", "H"], "xyz": [[1.038, -1.665, -1.685], [1.574, -0.986, -0.426], [2.609, -1.336, 0.097], [0.834, 0.036, 0.113], [-0.487, 0.523, -0.272], [-1.434, 0.688, 0.879], [-1.140, 1.846, 1.813], [-1.554, 1.931, 2.935], [0.518, -2.566, -1.379], [0.645, -0.910, -2.362], [1.919, -2.042, -2.195], [1.169, 0.275, 1.034], [-0.379, 1.413, -0.901], [-0.876, -0.305, -0.875], [-2.436, 0.757, 0.432], [-1.548, -0.264, 1.406], [-0.453, 2.604, 1.386]], "atomic_forces_ev_per_a": [[1.7, 0.6, 0.3], [-0.4, 0.0, -0.3], [0.2, -0.1, 0.2], [0.1, 0.1, 0.6], [0.8, -1.3, -0.8], [-0.8, -0.3, 0.0], [0.1, -0.6, -0.2], [0.0, 0.1, -0.1], [-0.9, 0.3, -0.3], [-0.9, -0.5, 0.0], [0.3, -0.1, 0.0], [0.2, 0.2, 0.0], [-0.3, 0.0, 0.1], [-0.3, 0.6, -0.2], [0.0, 0.7, 0.2], [0.4, 0.2, 0.4], [-0.1, 0.2, 0.0]], "nbo_charge": [-0.743, 0.686, -0.613, -0.634, -0.217, -0.544, 0.438, -0.494, 0.247, 0.224, 0.247, 0.396, 0.194, 0.215, 0.251, 0.243, 0.103], "relative_energy_kj_mol": 91.0, "homo_lumo_gap_ev": 10.50, "smiles": "CC(=O)NCCC=O"}

***

{"formula": "C5H9NO2", "method": "ωB97M-V/def2-TZVPD", "elements": ["C", "C", "C", "C", "O", "H", "H", "H", "H", "H", "H", "H", "H", "N", "C", "O", "H"], "xyz": [[1.052, 0.250, 1.495], [0.406, 0.035, 0.143], [0.654, 1.165, -0.837], [0.359, -1.263, -0.310], [0.145, -1.666, -1.562], [0.588, 1.119, 1.962], [0.908, -0.606, 2.152], [2.125, 0.433, 1.409], [1.714, 1.413, -0.907], [0.095, 2.040, -0.505], [0.295, 0.993, -1.854], [0.375, -2.100, 0.375], [0.142, -0.902, -2.158], [-2.248, -0.555, -0.526], [-1.796, 0.090, 0.440], [-2.022, 0.963, 1.214], [-2.792, -1.407, -0.530]], "atomic_forces_ev_per_a": [[-0.7, 0.2, 0.1], [2.5, -1.5, -0.8], [-0.8, 0.1, 0.1], [0.2, 1.2, 0.3], [0.0, 0.1, 0.2], [0.1, 0.0, 0.2], [0.0, 0.0, 0.0], [0.0, 0.0, -0.1], [0.0, 0.0, 0.2], [0.2, 0.2, 0.0], [0.0, -0.2, 0.0], [0.0, 0.0, 0.1], [-0.1, -0.1, 0.1], [0.7, 0.0, 0.4], [-4.3, 0.3, -1.4], [2.1, -0.6, 0.3], [0.3, 0.3, 0.2]], "nbo_charge": [-0.618, -0.193, -0.641, 0.273, -0.636, 0.224, 0.213, 0.207, 0.220, 0.233, 0.197, 0.182, 0.491, -0.856, 0.828, -0.541, 0.416], "relative_energy_kj_mol": 257.1, "homo_lumo_gap_ev": 8.99, "smiles": "CC(C)=CO.N=C=O"}

***

{"formula": "C5H9NO2S", "method": "ωB97M-V/def2-TZVPD", "elements": ["C", "S", "C", "C", "C", "O", "O", "C", "N", "H", "H", "H", "H", "H", "H", "H", "H", "H"], "xyz": [[-1.053, -0.615, 1.915], [0.338, -1.037, 0.807], [0.054, 0.032, -0.639], [0.411, -0.793, -1.840], [0.753, 1.374, -0.535], [0.486, 1.825, 0.719], [2.171, 1.290, -0.780], [0.142, 2.394, -1.626], [-0.340, 3.144, -2.354], [-1.999, -0.604, 1.315], [-1.085, 0.441, 2.233], [-0.911, -1.031, 2.934], [-1.027, 0.312, -0.353], [0.410, -1.845, -1.743], [1.402, -0.465, -2.182], [-0.246, -0.481, -2.706], [0.265, 2.877, 0.726], [2.677, 1.018, 0.016]], "atomic_forces_ev_per_a": [[-0.1, 2.1, -0.1], [0.3, -0.1, 1.1], [-1.9, -0.4, 1.8], [-0.5, 2.4, -2.6], [1.1, 0.7, -1.6], [-1.2, 4.8, 1.1], [-0.8, 0.4, -0.1], [1.1, -1.4, 1.2], [0.2, -0.3, 0.3], [0.4, -1.3, 1.0], [0.8, 0.1, -0.5], [-0.7, -0.9, -1.1], [1.1, -0.5, -1.6], [-0.3, -0.9, 0.4], [0.0, -0.3, 0.2], [0.5, -0.6, 0.8], [1.1, -3.8, -0.1], [-1.0, 0.2, -0.3]], "nbo_charge": [-0.776, 0.207, -0.378, -0.648, 0.484, -0.709, -0.734, 0.211, -0.307, 0.222, 0.223, 0.254, 0.236, 0.239, 0.240, 0.227, 0.509, 0.501], "relative_energy_kj_mol": 235.0, "homo_lumo_gap_ev": 9.23, "smiles": "CS[C@H](C)C(O)(O)C#N"}

***

{"formula": "C5H9NO2S", "method": "ωB97M-V/def2-TZVPD", "elements": ["C", "C", "C", "C", "C", "N", "O", "O", "S", "H", "H", "H", "H", "H", "H", "H", "H", "H"], "xyz": [[-0.767, 1.662, -1.205], [0.139, 0.910, -0.576], [0.681, 1.948, -1.543], [-1.408, -0.297, 2.199], [0.395, -0.514, 0.567], [-0.735, -1.025, 1.149], [0.611, -1.975, -1.681], [2.788, -1.561, -0.506], [1.358, -1.927, -0.243], [-1.770, 1.791, -1.614], [1.057, 1.488, -2.398], [1.203, 2.877, -1.186], [-0.677, 0.366, 2.874], [-2.054, 0.499, 1.756], [-1.918, -0.796, 2.979], [1.268, -0.164, 1.183], [1.303, -1.829, -2.310], [-1.474, -1.453, 0.555]], "atomic_forces_ev_per_a": [[1.3, -1.8, 0.7], [-1.5, -0.9, 1.2], [0.0, 0.6, 1.9], [1.8, 4.3, 0.9], [1.9, 2.9, -3.3], [-1.7, -1.2, 0.9], [-0.9, -0.1, 0.5], [-2.1, 0.2, 0.2], [1.1, -0.1, 0.4], [0.4, 0.1, 0.5], [0.9, -0.1, -1.7], [-0.6, -0.9, -0.4], [-0.9, -1.5, -1.8], [0.1, -0.6, 0.4], [-0.7, -1.4, 0.1], [-1.4, -0.1, 0.2], [0.9, 0.3, -1.1], [1.4, 0.5, 0.1]], "nbo_charge": [-0.255, -0.009, -0.427, -0.414, -0.206, -0.657, -0.886, -0.941, 1.473, 0.228, 0.172, 0.182, 0.200, 0.188, 0.212, 0.244, 0.503, 0.393], "relative_energy_kj_mol": 584.0, "homo_lumo_gap_ev": 9.59}

***

{"formula": "C5H9NO3", "method": "ωB97M-V/def2-TZVPD", "elements": ["C", "C", "C", "O", "N", "C", "O", "C", "O", "H", "H", "H", "H", "H", "H", "H", "H", "H"], "xyz": [[0.628, 1.410, -1.234], [0.292, 0.610, 0.005], [-1.222, 0.359, 0.315], [-1.745, 1.350, 1.129], [-1.239, -0.946, 0.792], [-0.177, -1.718, 0.608], [0.110, -2.890, 0.917], [0.854, -0.837, -0.168], [2.117, -1.029, 0.317], [0.335, 0.759, -2.104], [1.688, 1.616, -1.344], [0.064, 2.234, -1.103], [0.860, 0.803, 0.988], [-1.758, 0.430, -0.669], [-1.508, 2.155, 0.748], [-2.122, -1.230, 1.263], [0.727, -1.146, -1.153], [2.094, -1.928, 0.692]], "atomic_forces_ev_per_a": [[0.9, -3.2, 0.0], [2.0, -2.8, 1.4], [2.1, 2.0, -3.5], [-1.1, -2.3, 2.2], [-3.4, -1.2, 2.5], [2.9, -1.3, -0.3], [-1.3, 2.1, -0.2], [-2.5, 0.5, 2.0], [1.0, -0.5, 0.4], [0.0, 1.1, 0.6], [0.0, 0.2, 0.2], [-1.6, 3.4, -0.7], [-1.1, 0.9, -1.3], [0.1, -0.3, 0.5], [0.5, 2.2, -0.9], [1.2, -0.2, -0.5], [0.1, -0.6, -2.3], [0.3, 0.2, -0.1]], "nbo_charge": [-0.604, -0.260, 0.261, -0.696, -0.603, 0.661, -0.627, 0.026, -0.704, 0.207, 0.233, 0.194, 0.237, 0.131, 0.474, 0.418, 0.157, 0.495], "relative_energy_kj_mol": 178.9, "homo_lumo_gap_ev": 10.47, "smiles": "C[C@H]1[C@H](O)NC(=O)[C@@H]1O"}

***

{"formula": "C5H9NO3", "method": "ωB97M-V/def2-TZVPD", "elements": ["O", "C", "O", "C", "C", "C", "C", "N", "H", "H", "H", "H", "H", "H", "H", "O", "H", "H"], "xyz": [[-0.408, 1.589, 1.720], [-0.560, 0.769, 0.840], [-0.635, 1.124, -0.436], [-0.190, 0.011, -1.312], [-0.520, -1.242, -0.491], [-0.429, -0.724, 0.928], [0.403, -1.310, 2.013], [-1.046, -1.394, 2.054], [-0.756, 0.104, -2.244], [0.879, 0.040, -1.553], [-1.540, -1.594, -0.695], [0.183, -2.058, -0.693], [0.925, -2.246, 1.808], [0.907, -0.628, 2.702], [-1.430, -0.712, 2.707], [1.071, 2.601, -2.595], [1.858, 2.834, -3.095], [1.287, 2.835, -1.660]], "atomic_forces_ev_per_a": [[-0.9, -0.8, -0.3], [1.8, 0.6, 0.8], [0.6, -0.2, -1.6], [-0.9, -0.1, 0.4], [-0.3, -0.3, -0.1], [-0.1, 0.1, 0.0], [0.4, 0.2, 0.1], [-0.3, -0.4, 0.2], [0.2, 0.0, 0.3], [-0.2, 0.6, 0.3], [0.2, 0.1, 0.0], [-0.2, 0.2, 0.1], [-0.2, 0.2, 0.0], [-0.2, -0.1, -0.2], [0.1, 0.0, -0.1], [0.3, 0.2, 1.1], [0.0, 0.1, 0.0], [-0.4, -0.2, -1.1]], "nbo_charge": [-0.581, 0.773, -0.487, -0.064, -0.436, -0.062, -0.225, -0.557, 0.210, 0.194, 0.225, 0.223, 0.200, 0.215, 0.370, -0.944, 0.468, 0.479], "relative_energy_kj_mol": 203.5, "homo_lumo_gap_ev": 10.55, "smiles": "O=C1OCC[C@@]12CN2.O"}

***

{"formula": "C5H9NO3", "method": "ωB97M-V/def2-TZVPD", "elements": ["C", "C", "C", "C", "N", "C", "O", "O", "O", "H", "H", "H", "H", "H", "H", "H", "H", "H"], "xyz": [[-0.858, 0.421, 1.127], [0.498, 0.613, -1.771], [-0.439, -1.183, 0.010], [0.532, 0.537, 0.795], [1.483, 0.573, 1.733], [0.762, -0.166, -0.491], [-1.488, -1.157, -0.943], [-1.817, 1.144, 0.438], [-0.150, -2.246, 0.565], [-1.927, -2.015, -0.848], [-2.080, 0.600, -0.323], [-1.090, 0.360, 2.190], [2.333, 0.042, 1.605], [1.200, 0.726, 2.692], [1.729, -0.671, -0.499], [-0.437, 1.166, -1.729], [1.298, 1.336, -1.942], [0.450, -0.080, -2.609]], "atomic_forces_ev_per_a": [[0.5, 1.4, 0.8], [0.2, 0.0, 0.1], [2.5, -0.5, -2.1], [-0.5, -0.7, 1.0], [-0.5, -0.3, -0.2], [-1.4, -0.5, -0.1], [0.1, 0.4, 0.6], [-0.1, -0.4, -0.4], [-0.5, 0.5, 0.3], [0.0, 0.1, 0.2], [-0.2, 0.0, 0.1], [0.0, 0.0, 0.1], [-0.1, 0.1, -0.1], [0.1, 0.1, -0.1], [-0.1, -0.1, -0.1], [0.0, 0.0, 0.0], [0.0, 0.0, -0.1], [0.0, 0.1, 0.0]], "nbo_charge": [-0.056, -0.604, 0.715, 0.355, -0.704, -0.364, -0.763, -0.706, -0.722, 0.502, 0.496, 0.167, 0.402, 0.403, 0.222, 0.222, 0.209, 0.227], "relative_energy_kj_mol": 361.7, "homo_lumo_gap_ev": 7.89}